1.
ORCA calculation (wB97M-V/def2-TZVPD) on the molecule C8H11F2N.

Values from the calculation:
HOMO-LUMO gap, eV: 9.139
Energy relative to the best compared isomer or geometry (same formula, charge and spin), kcal per mole: 30.6
Strongest force on any atom, eV/A: 4.56
DFT total energy, eV: -15396.22328

```
22
Properties=species:S:1:pos:R:3:forces:R:3
F 2.612412 -0.825112 1.347899 0.08 -0.24 1.17
F -0.044530 0.784201 -1.707691 -0.33 0.51 0.31
N 1.818775 0.210421 -0.538611 -0.09 0.13 -0.77
C -1.468816 -1.568868 -0.748246 -3.71 0.23 -2.64
C 0.443195 -0.051435 -0.787797 2.12 -0.41 -0.88
C -2.313276 0.197930 1.568219 -2.62 1.21 -1.86
C -0.168906 -1.172797 -0.472239 1.73 1.05 2.20
C 2.688166 -0.778484 -0.024902 -0.71 0.57 -0.65
C 2.228583 1.562591 -0.284830 0.01 2.25 -1.08
C -3.025623 0.015591 0.425773 3.11 -0.53 1.73
C -2.673238 -1.010002 -0.527961 2.80 0.37 1.92
H -3.775221 0.647274 0.057031 -1.33 0.98 0.38
H 1.966084 1.872998 0.721370 0.33 0.09 0.38
H 3.317772 1.775781 -0.508211 -1.10 -0.75 0.46
H 0.365698 -1.764807 0.228016 0.50 -0.53 0.64
H 3.730635 -0.544373 -0.265492 -0.24 -0.08 -0.13
H -1.559221 -2.195349 -1.609772 0.15 -1.24 -0.30
H -1.448650 -0.221771 1.933362 1.73 -1.96 -0.03
H -3.489342 -1.394506 -0.987751 -2.21 -1.36 -1.81
H 1.699302 2.302397 -0.955482 0.34 -1.02 0.54
H 2.342726 -1.723000 -0.398903 0.27 -0.64 -0.25
H -2.583972 0.938195 2.257551 -0.84 1.36 0.67
```
Positions in Å, forces in eV/Å.

***

2.
ORCA calculation (wB97M-V/def2-TZVPD) on a cluster of 2 separate species, C5H14S in total.

Values from the calculation:
HOMO-LUMO gap, eV: 9.378
Energy relative to the best compared isomer or geometry (same formula, charge and spin), kcal per mole: 25.8
Strongest force on any atom, eV/A: 2.01
DFT total energy, eV: -16246.18148

```
20
Properties=species:S:1:pos:R:3:forces:R:3
S -0.980805 3.727095 1.629662 -0.67 -1.18 -0.33
C -2.134913 2.462507 0.987268 0.56 -1.25 0.94
C 0.915052 -2.499264 -0.153440 0.04 0.16 -0.28
C -0.320322 -1.601908 -0.251615 -0.59 -1.02 1.24
C 1.477334 -3.187018 -1.384108 0.33 -1.00 -0.88
C 0.502887 3.500468 0.574321 -1.11 1.51 0.71
H 0.281500 3.140718 -0.415863 -0.08 -0.54 -0.13
H 1.314604 -2.595247 -2.270141 0.09 0.28 -0.49
H -0.148465 -0.887799 -1.052789 -0.47 0.44 0.27
H 1.684943 -1.796364 0.157571 0.31 -0.41 0.66
H -2.036851 1.459892 1.429106 0.56 0.28 0.35
H -1.239323 -2.186382 -0.386049 0.16 0.08 -0.70
H 2.553119 -3.394462 -1.305418 -0.04 0.62 0.21
H 0.589201 4.577062 0.468888 1.29 0.09 -0.41
H -1.973611 2.249879 -0.052399 -0.19 0.56 -0.70
H -0.527617 -1.198818 0.793729 0.63 0.28 -1.48
H 1.154528 -4.218547 -1.636223 -0.73 0.63 0.43
H 0.703919 -3.292832 0.536787 0.27 -0.04 1.03
H 1.341213 3.056667 1.092341 0.02 -0.25 -0.14
H -3.156394 2.684353 1.238371 -0.40 0.75 -0.29
```
Positions in Å, forces in eV/Å.

***

3.
ORCA calculation (wB97M-V/def2-TZVPD) on a cluster of 9 separate species, C5H25NO10 in total.

Values from the calculation:
HOMO-LUMO gap, eV: 9.617
Energy relative to the best compared isomer or geometry (same formula, charge and spin), kcal per mole: 52.3
Strongest force on any atom, eV/A: 4.01
DFT total energy, eV: -27555.33545

```
41
Properties=species:S:1:pos:R:3:forces:R:3
O -1.845457 -0.965393 -2.701772 -0.65 0.25 1.00
O 0.139838 -0.790523 4.143030 -0.86 0.14 1.18
O -1.998687 2.284971 1.043104 -0.45 0.49 0.71
O 2.432277 -2.482613 2.651662 0.03 1.07 0.10
O 0.492568 1.947494 -2.533241 0.08 -0.80 0.24
O 1.219363 -0.971372 -2.379722 0.86 0.49 -0.06
O -3.463548 -0.884052 0.547802 0.10 -0.15 0.19
O -2.235033 1.314375 -1.384062 -0.07 0.38 0.18
O 0.623823 2.678999 0.523242 -0.10 -0.33 -0.28
O 3.303755 1.505994 -1.134103 -0.45 0.44 -1.18
N 0.044891 -1.086687 -0.512842 0.45 0.50 0.41
C 1.246036 -1.124971 -1.156285 -1.22 -0.85 0.43
C -0.657180 -0.796407 3.245099 2.98 -0.90 -2.54
C 2.491132 -1.382394 -0.353363 0.45 0.67 0.34
C -0.284602 -1.461534 0.883005 -0.14 -0.67 -2.87
C -0.110889 -0.325190 1.822261 -2.75 0.42 2.41
H 2.602844 -0.613441 0.419148 -0.05 0.36 -0.43
H 2.615358 -2.264306 0.275123 -0.70 -0.50 -0.57
H 0.926656 1.162948 -2.903596 -0.08 0.03 -0.44
H -2.949300 -0.289622 -0.009853 -0.26 0.24 -0.23
H 0.496429 1.655895 -1.606356 0.14 0.71 0.26
H -0.736980 -0.996317 -1.144325 -0.07 -0.29 -0.25
H 0.240932 -2.410583 1.006838 0.11 0.19 0.95
H -1.356328 -1.690997 0.739174 0.44 -0.14 0.88
H 3.033407 2.387962 -1.429760 0.19 0.40 0.88
H -4.153635 -1.237308 -0.020220 0.02 0.06 -0.07
H -2.433746 2.496672 0.216603 -0.12 -0.38 -0.71
H -2.181156 1.634639 -2.288449 -0.15 0.05 -0.16
H -1.362437 0.922552 -1.267852 0.02 0.02 0.12
H -1.562572 -1.433236 3.186141 -0.37 0.62 0.56
H -2.220980 -1.761034 -3.075552 0.49 0.03 -0.71
H -0.237762 2.253238 0.701800 0.26 0.41 0.16
H 3.090651 -1.793675 2.825807 0.54 -0.57 0.05
H -1.214593 -0.483937 -3.239078 0.15 -0.70 -0.65
H -2.291275 2.991050 1.631121 0.19 -0.15 0.28
H 1.676477 -1.879293 2.686127 -0.46 -0.55 0.12
H -0.902333 0.399305 1.587041 0.41 0.18 -0.54
H 0.828354 0.202680 1.920456 0.32 -0.27 -0.05
H 0.364737 3.497361 0.087014 0.11 0.05 0.02
H 3.010087 1.089824 -1.958420 0.31 -0.90 0.28
H 3.318882 -1.301057 -1.042735 0.28 -0.02 -0.01
```
Positions in Å, forces in eV/Å.

***

4.
ORCA calculation (wB97M-V/def2-TZVPD) on a structure of composition C46H52CsF9N5PS.

Values from the calculation:
HOMO-LUMO gap, eV: 4.608
Energy relative to the best compared isomer or geometry (same formula, charge and spin), kcal per mole: 14.7
Strongest force on any atom, eV/A: 2.43
DFT total energy, eV: -101123.50674
Charge: -2

```
115
Properties=species:S:1:pos:R:3:forces:R:3
Cs -0.014787 -0.271528 0.448893 2.21 -0.21 1.01
S 3.881113 1.313172 4.021893 0.21 -0.30 -1.27
P 0.185113 0.194672 -3.299807 -0.26 0.37 -0.52
F 3.236413 4.990572 7.460993 -0.03 -0.37 -0.06
F 2.682713 3.198972 9.463593 0.09 -0.12 -0.33
F 3.271613 -0.385928 6.436293 -0.02 0.50 0.16
F 2.753413 0.514372 8.929293 0.01 0.24 -0.26
F -4.615887 -0.383628 3.875693 0.13 -0.15 -0.27
F -5.823187 -2.718528 3.658993 0.36 0.18 -0.21
F -2.096787 -1.429228 -0.109307 -1.69 -0.90 -0.38
F 3.780813 4.127072 4.961793 -0.11 -0.22 0.41
F -3.336087 -3.796028 -0.206707 -0.02 0.32 0.26
N 1.080513 -3.520228 -0.756107 0.09 -0.07 -0.04
N -0.544887 2.478772 2.426993 0.05 0.02 0.02
N -2.554087 0.368372 1.849793 0.24 0.35 -0.29
N 0.358613 -3.684428 2.209493 -0.10 0.01 -0.04
N 4.341013 -1.026128 1.714793 -0.02 -0.16 -0.23
C 2.955613 2.759372 8.208893 0.04 -0.01 -0.05
C -2.463587 -0.043628 -2.851207 0.08 0.02 0.00
C 1.524213 -2.352328 -6.059907 0.04 -0.12 -0.19
C 4.215713 -2.011528 1.120093 0.11 -0.08 0.01
C -2.752787 1.352572 2.880093 -0.12 0.25 0.23
C -0.062287 1.858672 4.794693 0.03 0.18 -0.15
C -4.866987 -2.398628 2.738093 -0.11 -0.27 -0.05
C 0.130213 -0.739728 -4.887507 0.05 -0.28 0.11
C -0.031887 3.265372 1.314193 0.06 0.05 -0.17
C -3.231987 -0.741028 1.887993 -0.37 -0.25 0.19
C 0.667113 -2.300728 -7.148807 0.08 -0.03 -0.05
C 2.180313 2.068372 -2.727507 -0.09 -0.16 -0.55
C -4.592787 -3.326728 1.741993 0.03 0.11 -0.04
C -1.929387 0.221572 -6.073507 -0.01 -0.03 -0.05
C -0.442087 -1.477028 -7.098307 -0.03 -0.16 -0.20
C -0.012487 -3.886728 -1.633407 -0.06 0.02 0.10
C -1.939787 2.259172 -3.292107 0.05 0.03 -0.04
C 3.511413 3.210772 5.916593 0.00 -0.39 -0.34
C -1.983387 2.647972 2.589593 -0.22 -0.43 0.09
C 3.231013 3.663672 7.186193 -0.08 0.10 0.42
C 1.587813 1.792372 -5.110207 0.07 0.06 0.17
C -0.641987 2.863972 -0.027807 -0.06 0.33 0.05
C -3.783087 0.265172 -2.592107 -0.17 -0.10 0.00
C 3.003513 3.169172 -3.170207 0.16 0.24 0.17
C -1.050987 3.398372 -3.698607 0.04 0.04 -0.06
C 2.195013 1.671572 -1.430607 -0.10 -0.32 0.84
C 0.215313 2.793372 3.626393 0.21 -0.10 0.25
C -4.191987 1.586472 -2.670807 -0.06 0.02 0.01
C -3.271887 2.557172 -3.019007 -0.16 0.00 -0.02
C 3.127413 3.513372 -4.476407 0.05 0.10 -0.02
C 1.383213 1.449072 -3.774807 0.07 -0.13 0.06
C -0.833787 -3.793228 3.025593 -0.04 0.00 -0.03
C -0.736187 -0.685828 -5.990807 0.10 0.02 0.15
C -4.233587 -1.185328 2.829793 -0.16 0.09 0.26
C 2.982913 1.395872 7.926393 -0.06 0.15 0.41
C 3.529613 1.833472 5.577993 -0.13 0.33 1.26
C 0.440413 -4.798628 1.282593 0.14 0.08 -0.21
C 1.242513 -1.581828 -4.954207 0.01 -0.03 0.04
C 2.220713 -3.102728 -1.546607 0.11 0.10 0.01
C -1.521987 0.927172 -3.203807 0.16 -0.12 0.39
C 1.446013 -4.594628 0.146793 -0.20 -0.04 0.32
C -3.009287 -1.723628 0.867393 -0.26 -0.37 -0.07
C 2.444313 2.803472 -5.482807 -0.07 0.08 -0.53
C -3.643987 -2.930928 0.805893 -0.12 -0.28 -0.11
C 1.543813 -3.571528 3.035693 0.01 0.06 -0.15
C 3.258813 0.949072 6.652593 0.08 0.14 -0.48
H -0.551587 -4.937628 0.849193 -0.04 -0.09 0.04
H -2.208187 3.365772 3.396393 0.06 0.06 -0.03
H 1.617213 0.824072 -1.080007 0.42 0.32 -0.42
H 2.407613 -3.346028 2.415893 0.09 -0.01 0.06
H 2.819013 2.169272 -0.702907 0.09 0.05 0.08
H 1.420013 -2.754328 3.742793 0.02 0.07 0.06
H -0.924487 -4.046128 -1.066807 -0.16 -0.03 0.03
H 2.537013 -3.877328 -2.269207 0.00 0.00 -0.01
H 1.276013 2.708772 3.376393 -0.01 0.03 0.00
H 0.077613 0.825872 4.481693 0.00 -0.12 0.03
H 0.119913 2.900772 -0.804007 0.01 0.00 -0.08
H -2.726387 -0.115528 -5.411907 -0.07 0.12 0.02
H 0.630513 2.072072 5.608193 0.05 0.00 0.04
H -0.247387 3.071972 -4.351307 -0.03 0.16 0.03
H -1.713387 -3.837928 2.385593 -0.07 0.00 0.03
H 3.768613 4.344072 -4.761907 0.01 -0.03 0.08
H 1.746813 -4.496328 3.602993 -0.02 -0.05 0.04
H -1.643287 4.161472 -4.207007 -0.01 0.04 0.03
H 2.569213 3.063472 -6.524607 0.03 0.00 -0.09
H -1.019987 1.846772 0.033893 -0.43 0.67 -0.18
H -1.658487 1.233072 -5.783007 -0.08 0.10 0.02
H -2.135787 -1.075228 -2.794507 0.00 -0.10 0.13
H -0.595387 3.853972 -2.819107 0.13 0.05 0.00
H 1.955113 -2.200928 -2.094807 0.02 0.05 -0.08
H -1.073887 1.982572 5.170793 -0.15 -0.05 0.09
H -0.198487 4.344372 1.493793 0.11 0.00 -0.03
H -3.593187 3.589272 -3.096107 -0.01 0.06 0.00
H -2.316187 0.244172 -7.092907 0.02 -0.01 -0.03
H 0.707013 -5.735328 1.814893 -0.06 0.04 -0.04
H -5.089887 -4.278428 1.691293 -0.05 -0.10 -0.02
H 0.208513 -4.803328 -2.211607 0.04 0.02 -0.01
H -2.450387 0.948672 3.854993 -0.06 0.15 0.01
H 3.057113 -2.868428 -0.891907 0.01 -0.02 -0.05
H -4.483387 -0.512928 -2.315607 0.01 -0.03 0.01
H -1.468787 3.511272 -0.316207 -0.12 -0.03 -0.03
H 1.539013 -5.560728 -0.391807 0.05 0.10 0.00
H -0.926687 -2.913728 3.660493 -0.02 0.04 0.08
H 1.050313 3.110072 1.278093 -0.04 0.04 0.02
H 0.878813 -2.875328 -8.042507 -0.05 -0.05 0.01
H -0.827087 -4.691728 3.668793 0.03 0.00 0.03
H 1.922313 -1.584828 -4.111107 0.04 -0.07 -0.01
H -3.812487 1.645472 2.967393 0.13 -0.01 0.08
H -1.099987 -1.432928 -7.960807 -0.01 0.05 0.03
H -2.396887 3.059872 1.668793 -0.01 0.02 -0.03
H 4.396013 -0.189328 2.264793 -0.06 0.22 0.42
H 2.423713 -4.359228 0.570093 0.02 -0.04 -0.05
H 2.404013 -2.982128 -6.079307 0.04 -0.01 0.01
H -5.219187 1.860172 -2.463207 0.00 -0.01 0.03
H -0.188887 -3.073828 -2.335007 -0.06 0.08 -0.09
H 3.558013 3.710372 -2.408607 -0.01 -0.01 -0.03
H 0.043813 3.841472 3.949393 -0.05 -0.07 -0.09
H 1.042013 1.259772 -5.879907 -0.03 0.03 -0.06
```
Positions in Å, forces in eV/Å.

***

5.
ORCA calculation (wB97M-V/def2-TZVPD) on a cluster of 2 separate species, C2H5IN2 in total.

Values from the calculation:
HOMO-LUMO gap, eV: 8.403
Energy relative to the best compared isomer or geometry (same formula, charge and spin), kcal per mole: 107.8
Strongest force on any atom, eV/A: 4.84
DFT total energy, eV: -13229.77892

```
10
Properties=species:S:1:pos:R:3:forces:R:3
I -0.946970 1.757061 -2.171241 0.05 -0.24 -0.25
N 0.630238 -0.362399 -0.498504 -0.02 -1.02 0.33
N 0.435486 -1.592628 0.183759 1.06 -0.14 0.91
C 0.652920 0.813149 0.392137 -1.21 0.05 -0.37
C -0.445055 0.486956 -0.607655 -3.58 0.89 3.14
H -0.212811 -2.220305 -0.274122 -0.15 0.45 0.00
H 0.217440 -1.373756 1.165359 -0.46 -0.50 -0.73
H -2.080317 0.128639 0.341788 3.26 0.35 -1.77
H 1.253144 1.573233 -0.053228 0.95 0.45 0.57
H 0.495924 0.790050 1.521707 0.10 -0.29 -1.84
```
Positions in Å, forces in eV/Å.

***

6.
ORCA calculation (wB97M-V/def2-TZVPD) on a structure of composition C7H25BeN12O9.

Values from the calculation:
HOMO-LUMO gap, eV: 8.716
Energy relative to the best compared isomer or geometry (same formula, charge and spin), kcal per mole: 24.1
Strongest force on any atom, eV/A: 3.02
DFT total energy, eV: -44375.15158
Charge: +1

```
54
Properties=species:S:1:pos:R:3:forces:R:3
O 27.570302 -7.363841 -2.450610 -0.06 0.92 0.40
O 28.934780 -5.543695 -0.403008 -0.04 0.29 -0.89
O 29.799438 -2.904966 -1.864661 -0.71 0.08 -0.56
O 29.935160 -6.413980 -4.250287 -0.27 -0.22 -0.41
O 28.734809 -3.323779 -4.294080 0.87 -0.30 0.16
O 25.014894 -1.918940 -1.998430 0.15 -0.21 -0.46
O 26.966952 -5.668959 -4.977271 0.38 -0.77 0.16
O 26.659965 -3.250624 -1.313783 0.86 0.21 0.05
O 25.669309 -3.755996 -3.159555 -0.37 0.05 -1.64
N 28.278724 -6.619938 1.554678 1.13 0.13 -0.33
N 26.079399 -6.308371 -6.984385 1.04 -0.82 0.43
N 29.597286 -5.412286 -6.235732 0.40 0.56 -0.49
N 27.297733 -1.718562 -4.799350 -1.06 1.46 -0.23
N 24.924721 -4.933696 -5.595361 -0.01 0.57 0.92
N 28.710504 -1.183549 -0.781461 -0.16 -0.80 -0.66
N 29.963954 -7.649554 -6.176555 0.05 -0.45 -0.34
N 27.535160 -9.633422 -2.524402 0.19 -0.32 1.01
N 29.289430 -1.774530 -5.890330 0.71 1.18 -1.07
N 30.437599 -0.737527 -2.134558 0.30 -0.96 -1.01
N 26.980473 -5.032833 0.700568 1.06 0.37 -0.33
N 26.970648 -8.469705 -4.341417 -0.77 0.17 -1.42
C 28.190684 -5.651394 0.570906 -2.42 -1.19 0.16
C 26.050279 -5.683863 -5.794427 -1.71 2.49 0.04
C 25.802768 -2.996593 -2.190513 0.64 -0.91 1.42
C 29.588088 -1.709410 -1.689342 0.49 -0.03 2.43
C 29.855318 -6.501151 -5.486436 -0.60 0.93 1.68
C 27.332233 -8.419411 -3.050959 0.70 0.72 -0.55
C 28.508216 -2.274895 -4.924469 -1.30 -2.50 0.37
Be 28.021819 -4.964314 -2.681142 -0.08 0.36 0.14
H 29.849937 -7.583400 -7.171101 0.13 -0.54 -0.02
H 26.676345 -7.638819 -4.821798 0.28 0.33 0.45
H 26.552962 -2.215035 -4.333499 0.39 -0.43 0.15
H 29.540728 -4.528489 -5.750717 -0.22 -0.15 0.05
H 31.010489 -1.109945 -2.879161 0.19 0.80 0.00
H 29.098467 -7.198525 1.636120 0.09 0.25 -0.08
H 26.976157 -1.021830 -5.451307 0.19 0.10 0.09
H 27.970987 -9.701507 -1.620484 -0.16 -0.09 -0.04
H 26.729813 -4.308453 0.038213 -0.17 0.08 0.19
H 29.410692 -5.469727 -7.219351 0.06 0.13 0.01
H 28.954585 -1.000471 -6.439552 -0.17 0.04 0.20
H 29.905598 -8.526548 -5.690778 0.09 0.04 -0.08
H 30.133990 0.213948 -2.074856 0.31 0.23 -0.49
H 24.948478 -4.324681 -4.786005 0.16 -0.27 0.23
H 28.769680 -0.200998 -0.616301 -0.45 0.08 0.40
H 27.222858 -10.450444 -3.010908 0.10 -0.17 0.17
H 26.739411 -9.319199 -4.823595 0.07 -0.23 0.34
H 30.227383 -2.015528 -6.158039 0.02 -0.63 0.75
H 28.045525 -1.796175 -0.338379 -0.12 0.24 -0.08
H 25.343968 -6.176516 -7.651157 0.19 -0.32 -0.23
H 26.914581 -6.860572 -7.098666 -0.30 -0.09 -0.75
H 27.781356 -6.424543 2.402425 0.14 -0.16 0.21
H 24.116376 -4.783235 -6.171676 0.30 -0.58 -0.53
H 26.415814 -5.276418 1.487880 -0.32 0.21 -0.06
H 24.417485 -1.901655 -2.757456 -0.19 0.13 0.14
```
Positions in Å, forces in eV/Å.

***

Which formula does entry 2 have?
C5H14S

***

Which of these has the lowest DFT total energy?
C46H52CsF9N5PS

***

Which of these has the lowest HOMO-LUMO gap?
C46H52CsF9N5PS